# C3H5BrS

C3H5BrS in the gas phase at a distorted geometry (the ωB97M-V functional and the def2-TZVPD basis, OMol25).

Computed properties:
Expectation value of S²: 2.011
F_max in eV/Å: 6.50
Energy relative to the best compared isomer or geometry (same formula, charge and spin) in kcal per mole: 63.23
Orbital gap (spin up / spin down) in eV: 4.415 / 4.928
Multiplicity: 3
Lowest unoccupied orbital energy (spin up / spin down) in Eh: 0.019 / -0.140

Last column: natural (NBO) charge in e.
Positions of all 10 atoms, in Å:
C 0.25756 1.29039 -0.76411  -0.5844
C 0.81808 0.32202 -0.08416  -0.1831
C -0.02850 -1.10603 0.23405  -0.7098
S -1.34037 -0.90491 1.41219  0.3999
Br 2.58503 0.49066 0.57919  0.0701
H 0.68349 2.28881 -0.86275  0.2217
H -0.83678 1.17417 -1.21629  0.1957
H -0.57673 -1.41206 -0.74089  0.2545
H 0.61208 -1.92327 0.69196  0.2564
H -2.17386 -0.21979 0.75080  0.0791

Atoms 1-3, force components in eV/Å:
C -4.549 3.199 -2.393
C 0.278 -6.240 1.800
C 3.374 1.240 -3.563

=====

# C3H5CaO4

A molecular structure, C3H5CaO4 at a distorted geometry (the ωB97M-V functional and the def2-TZVPD basis, OMol25).

Computed properties:
Expectation value of S²: 0.750
F_max in eV/Å: 3.23
Energy relative to the best compared isomer or geometry (same formula, charge and spin) in kcal per mole: 20.16
Orbital gap (spin up / spin down) in eV: 5.488 / 10.544
Multiplicity: 2
Lowest unoccupied orbital energy (spin up / spin down) in Eh: 0.009 / 0.006

Last column: natural (NBO) charge in e.
Positions of all 13 atoms, in Å:
O 1.62629 0.75573 -0.83813  -0.7529
C -0.40564 -0.19642 0.49740  0.9695
C 2.35971 0.42433 0.31928  -0.0883
O -0.75224 -1.28482 -0.03744  -0.8319
O 0.36353 -0.22543 1.58162  -0.5160
C 1.54553 0.59335 1.58980  -0.0948
H 3.22888 1.09498 0.37497  0.1759
H 2.70249 -0.62393 0.26154  0.1829
H 1.25104 1.64423 1.72249  0.1856
H 2.12011 0.24055 2.45300  0.2082
Ca -2.39274 -0.31786 -1.17789  0.9705
O -0.97169 0.90232 0.10439  -0.9090
H 0.73681 1.28576 -0.63422  0.5003

Atoms 1-3, force components in eV/Å:
O -2.494 1.252 -0.008
C -1.990 0.027 -0.488
C -0.131 0.218 0.344

=====

# C3H5Cl

C3H5Cl in the gas phase at a distorted geometry (the ωB97M-V functional and the def2-TZVPD basis, OMol25).

Computed properties:
F_max in eV/Å: 5.19
SMILES: C=CCCl
Energy relative to the best compared isomer or geometry (same formula, charge and spin) in kcal per mole: 21.95
Orbital gap in eV: 10.568
Multiplicity: 1
Lowest unoccupied orbital energy in Eh: 0.037

Last column: natural (NBO) charge in e.
Positions of all 9 atoms, in Å:
C 1.34250 0.51983 0.16086  -0.3791
C -0.01364 0.46894 0.25902  -0.1859
C -0.94956 -0.66053 -0.16561  -0.4530
Cl -1.88658 -0.19620 -1.54572  -0.0264
H 1.78805 -0.18830 -0.57439  0.1792
H 1.94847 0.98432 0.84770  0.2042
H -0.33177 1.44280 0.66727  0.2022
H -1.68706 -0.87341 0.64494  0.2341
H -0.21040 -1.49745 -0.29408  0.2248

Atoms 1-3, force components in eV/Å:
C -2.748 -3.656 -2.448
C 1.468 1.648 0.640
C 1.945 0.584 1.563

=====

# C3H5Cl2N

2 unconnected molecules or ions with the total composition C3H5Cl2N at a distorted geometry (the ωB97M-V functional and the def2-TZVPD basis, OMol25).

Computed properties:
F_max in eV/Å: 2.75
Energy relative to the best compared isomer or geometry (same formula, charge and spin) in kcal per mole: 95.05
Orbital gap (spin up / spin down) in eV: 7.877 / 7.973
Multiplicity: 1
Lowest unoccupied orbital energy (spin up / spin down) in Eh: -0.006 / -0.012

Last column: natural (NBO) charge in e.
Positions of all 11 atoms, in Å:
C 2.63098 0.20407 -0.07543  0.1202
C -1.18629 -0.69904 -0.32499  -0.3797
C -0.81140 0.32504 0.57207  -0.2002
N 1.47305 0.54940 -0.24119  -0.6309
Cl -3.07598 -0.79923 -0.07349  -0.1659
Cl -0.86563 1.97727 0.31775  0.0454
H 2.92083 -0.75532 0.31588  0.1582
H -1.09287 -0.62466 -1.42994  0.2368
H -0.87725 -1.67946 -0.03808  0.2346
H -0.28158 0.03970 1.42891  0.2048
H 1.16615 1.46224 -0.45150  0.3766

Atoms 1-3, force components in eV/Å:
C -0.133 0.541 -0.074
C -2.128 -0.352 -1.702
C 1.342 0.065 0.065

=====

# C3H5Cl2N

A molecular structure, C3H5Cl2N at a distorted geometry (the ωB97M-V functional and the def2-TZVPD basis, OMol25).

Computed properties:
F_max in eV/Å: 7.87
Energy relative to the best compared isomer or geometry (same formula, charge and spin) in kcal per mole: 112.33
Orbital gap in eV: 9.333
Multiplicity: 1
Lowest unoccupied orbital energy in Eh: 0.000

Last column: natural (NBO) charge in e.
Positions of all 11 atoms, in Å:
C 0.09810 -0.72126 -0.03263  -0.2881
C -0.30995 0.75209 0.28544  -0.2160
C -0.95036 1.70047 -0.52527  -0.0648
H 2.35553 -1.58332 -0.25043  0.4056
H 0.99245 -2.35745 1.31916  0.3386
H -0.65079 -1.26862 0.45315  0.2157
H -0.08915 -1.04765 -1.16795  0.1943
H 0.05422 1.12493 1.31428  0.2386
N 1.30914 -1.18308 0.47457  -0.8319
Cl -1.52549 1.21695 -2.12507  0.0298
Cl -1.28371 3.36693 0.25476  -0.0217

Atoms 1-3, force components in eV/Å:
C -1.996 0.507 -4.121
C 0.347 2.518 -0.734
C 1.302 -2.045 2.647

=====

# C3H5Cl2N

C3H5Cl2N in the gas phase at a distorted geometry (the ωB97M-V functional and the def2-TZVPD basis, OMol25).

Computed properties:
F_max in eV/Å: 3.04
SMILES: N[C@H]1CC1(Cl)Cl
Energy relative to the best compared isomer or geometry (same formula, charge and spin) in kcal per mole: 22.46
Orbital gap in eV: 9.926
Multiplicity: 1
Lowest unoccupied orbital energy in Eh: 0.028

Last column: natural (NBO) charge in e.
Positions of all 11 atoms, in Å:
N -1.56493 0.35722 -0.57000  -0.7943
C -0.46695 0.25849 0.34383  -0.0426
C 0.34330 -1.01313 0.53669  -0.4549
C 1.03032 0.15530 0.00307  -0.1037
Cl 1.57434 0.04937 -1.76113  -0.0616
Cl 1.99417 0.95213 1.11646  0.0523
H -1.79029 1.29760 -0.61241  0.3614
H -1.32899 0.06958 -1.47257  0.3643
H -0.63905 0.88304 1.17502  0.2103
H 0.07498 -1.74605 -0.20427  0.2365
H 0.77310 -1.26356 1.44531  0.2323

Atoms 1-3, force components in eV/Å:
N 0.594 -1.586 1.698
C 0.814 -0.645 -0.740
C -1.189 0.284 -1.449

=====

Look up the energy relative to the best compared isomer or geometry (same formula, charge and spin) of the sixth one. 22.46 kcal per mole

=====

Please write out number 1 again, unchanged.
# C3H5BrS

C3H5BrS in the gas phase at a distorted geometry (the ωB97M-V functional and the def2-TZVPD basis, OMol25).

Computed properties:
Expectation value of S²: 2.011
F_max in eV/Å: 6.50
Energy relative to the best compared isomer or geometry (same formula, charge and spin) in kcal per mole: 63.23
Orbital gap (spin up / spin down) in eV: 4.415 / 4.928
Multiplicity: 3
Lowest unoccupied orbital energy (spin up / spin down) in Eh: 0.019 / -0.140

Last column: natural (NBO) charge in e.
Positions of all 10 atoms, in Å:
C 0.25756 1.29039 -0.76411  -0.5844
C 0.81808 0.32202 -0.08416  -0.1831
C -0.02850 -1.10603 0.23405  -0.7098
S -1.34037 -0.90491 1.41219  0.3999
Br 2.58503 0.49066 0.57919  0.0701
H 0.68349 2.28881 -0.86275  0.2217
H -0.83678 1.17417 -1.21629  0.1957
H -0.57673 -1.41206 -0.74089  0.2545
H 0.61208 -1.92327 0.69196  0.2564
H -2.17386 -0.21979 0.75080  0.0791

Atoms 1-3, force components in eV/Å:
C -4.549 3.199 -2.393
C 0.278 -6.240 1.800
C 3.374 1.240 -3.563

=====

Which formula does entry 6 have? C3H5Cl2N

=====

Which formula does entry 3 have? C3H5Cl